Record 1
Formula: C3H10N2
Source: the Open Molecules 2025 dataset
Level of theory: ωB97M-V with the def2-TZVPD basis set

```
15
Properties=species:S:1:pos:R:3
C -2.580 -1.391 2.843
C -1.867 -0.049 2.733
H -2.615 -1.946 1.899
H -2.098 -2.080 3.554
H -3.593 -1.214 3.198
H -0.840 -0.166 2.377
H -1.649 0.371 3.727
H -2.474 0.587 2.091
N 0.744 0.505 -1.408
C 1.568 0.663 -2.505
N 2.831 0.531 -2.407
H 1.253 0.666 -0.554
H 0.168 -0.322 -1.397
H 1.030 0.718 -3.468
H 3.302 0.990 -3.181
```

Results
HOMO-LUMO gap (eV): 10.560
Strongest force on any atom (hartree/bohr): 0.0335
SMILES: [H]/N=C/N.CC
Energy above the lowest of the compared OMol25 structures with the same formula, charge and spin (eV): 0.775
E_HOMO (Ha): -0.354

natural (NBO) atomic charge list, values in e, 2 entries: C -0.6043; C -0.6099


Record 2
Formula: C39H60BrClF9IN2O18S7
Source: the Open Molecules 2025 dataset
Level of theory: ωB97M-V with the def2-TZVPD basis set

```
138
Properties=species:S:1:pos:R:3
C -2.188 -3.660 4.951
C -1.610 -3.866 3.446
C -2.181 -2.665 2.555
N -2.207 -2.969 1.059
C -0.921 -2.468 0.553
C 0.391 -3.274 0.847
C 1.758 -2.758 0.325
C 1.843 -1.439 -0.496
C 0.529 -0.699 -0.803
C -0.891 -1.173 -0.301
S -2.302 -0.106 -0.752
O -1.872 1.217 -1.378
O -2.963 0.296 0.567
C -3.641 -0.881 -1.775
F -4.304 0.180 -2.467
F -4.630 -1.366 -0.842
C -3.266 -2.131 -2.694
F -4.540 -2.704 -3.073
F -2.647 -3.189 -1.946
C -2.529 -1.835 -4.081
F -3.106 -0.815 -4.868
F -2.673 -3.040 -4.859
C -0.954 -1.558 -4.021
F -0.211 -2.501 -3.280
F -0.487 -1.703 -5.373
F -0.623 -0.207 -3.690
N 3.094 -0.821 -1.013
C 4.017 -1.827 -1.587
C 4.764 -1.397 -2.900
C 4.576 0.014 -3.613
C 3.137 0.218 -4.308
C 3.191 -0.338 -5.841
I 2.756 2.391 -4.504
C 5.747 -2.414 -3.538
C 6.025 -3.820 -2.946
Cl 7.169 -4.924 -3.831
C 5.309 -4.209 -1.632
C 5.566 -5.643 -0.961
C 4.472 -6.652 -1.619
O 4.224 -7.702 -0.991
Br 3.545 -6.280 -3.350
C 4.312 -3.237 -0.951
S 3.381 -3.633 0.624
H -3.314 -3.476 4.834
H -1.952 -4.561 5.627
H -1.642 -2.765 5.437
H -1.962 -4.852 2.967
H -0.465 -3.870 3.558
H -1.554 -1.713 2.698
H -3.265 -2.363 2.815
H -2.994 -2.416 0.692
H 0.313 -4.228 1.463
H 0.585 0.279 -1.412
H 3.575 -0.480 -0.155
H 5.351 0.058 -4.472
H 4.835 0.915 -2.939
H 2.272 -0.233 -3.712
H 3.352 0.573 -6.529
H 4.042 -1.090 -5.962
H 2.226 -0.872 -6.153
H 6.277 -2.110 -4.502
H 6.618 -6.038 -1.200
H 5.394 -5.547 0.176
O 1.856 2.447 -0.333
S 1.286 3.533 0.421
O 0.718 4.689 -0.224
O 2.361 4.028 1.527
C 3.650 4.447 1.080
C 3.599 5.801 0.398
C 0.079 2.884 1.542
H 4.093 3.690 0.426
H 4.287 4.518 1.966
H 3.017 5.757 -0.526
H 4.604 6.147 0.143
H 3.121 6.540 1.045
H 0.502 2.028 2.067
H -0.786 2.574 0.953
H -0.213 3.667 2.243
O -2.273 -1.377 -10.101
S -3.400 -0.532 -10.395
O -3.436 0.852 -9.997
O -4.751 -1.258 -9.879
C -4.840 -1.628 -8.502
C -5.044 -0.421 -7.606
C -3.743 -0.614 -12.130
H -3.958 -2.201 -8.202
H -5.703 -2.294 -8.406
H -4.176 0.241 -7.631
H -5.199 -0.728 -6.569
H -5.905 0.164 -7.938
H -3.755 -1.657 -12.444
H -2.949 -0.074 -12.648
H -4.702 -0.135 -12.324
O -0.027 6.883 6.376
S -1.031 6.116 5.687
O -0.683 5.025 4.810
O -2.019 7.127 4.899
C -1.451 8.034 3.953
C -1.022 7.324 2.685
C -2.207 5.517 6.867
H -0.619 8.584 4.402
H -2.225 8.767 3.708
H -0.208 6.622 2.882
H -0.672 8.038 1.936
H -1.851 6.747 2.268
H -2.508 6.337 7.518
H -1.721 4.733 7.448
H -3.064 5.105 6.334
O 6.307 6.947 8.502
S 5.657 7.918 7.662
O 4.669 8.829 8.180
O 5.046 7.167 6.366
C 4.125 6.093 6.572
C 2.767 6.592 7.029
C 6.890 8.867 6.818
H 4.538 5.366 7.278
H 4.013 5.580 5.613
H 2.829 7.060 8.014
H 2.053 5.770 7.095
H 2.382 7.344 6.338
H 7.629 8.192 6.389
H 7.360 9.522 7.552
H 6.408 9.464 6.045
O -4.520 -6.474 3.614
S -4.457 -7.896 3.393
O -3.307 -8.521 2.793
O -5.783 -8.364 2.592
C -6.070 -7.748 1.336
C -5.134 -8.231 0.243
C -4.801 -8.729 4.917
H -6.041 -6.658 1.429
H -7.096 -8.021 1.074
H -4.105 -7.926 0.441
H -5.424 -7.820 -0.727
H -5.142 -9.322 0.185
H -5.690 -8.293 5.370
H -3.938 -8.590 5.570
H -4.944 -9.790 4.715
```

Results
HOMO-LUMO gap (eV): 7.721
Strongest force on any atom (hartree/bohr): 0.1690
SMILES: CCCNc1cc2c(cc1S(=O)(=O)C(F)(F)C(F)(F)C(F)(F)C(F)(F)F)Nc1c(C[C@H](C)I)cc(Cl)c(CC(=O)Br)c1S2.CCOS(C)(=O)=O.CCOS(C)(=O)=O.CCOS(C)(=O)=O.CCOS(C)(=O)=O.CCOS(C)(=O)=O
E_HOMO (Ha): -0.324

Löwdin atomic charge list, values in e, 2 entries: C -0.1301; C -0.2348


Record 3
Formula: C40H53N7O5S2ScSi
Source: the Open Molecules 2025 dataset
Level of theory: ωB97M-V with the def2-TZVPD basis set

```
109
Properties=species:S:1:pos:R:3
Sc -0.282 0.216 0.629
C -4.340 -0.865 2.545
C -2.900 -0.744 2.167
N -2.482 -0.297 1.044
N -3.382 0.039 0.072
C -2.875 -0.171 -1.117
N -3.670 0.066 -2.178
S -1.273 -0.816 -1.441
C -1.828 -1.260 3.052
C -2.088 -1.682 4.346
C -1.069 -2.258 5.091
C 0.177 -2.411 4.511
C 0.365 -1.940 3.220
N -0.600 -1.362 2.504
H -4.957 -0.727 1.663
H -4.548 -1.836 2.994
H -4.604 -0.095 3.274
H -4.539 0.550 -2.023
H -3.261 0.077 -3.095
H -3.078 -1.566 4.763
H -1.255 -2.593 6.103
H 0.994 -2.885 5.035
H 1.323 -2.056 2.726
O 0.313 2.340 4.569
C 0.339 1.623 3.459
O -0.622 1.404 2.760
C 1.691 1.098 3.102
C 2.821 1.239 3.882
C 4.014 0.719 3.395
C 4.039 0.126 2.144
C 2.852 0.052 1.428
N 1.706 0.501 1.913
C 2.689 -0.381 -0.007
O 3.758 -0.508 -0.771
O 1.574 -0.366 -0.503
H -0.583 2.693 4.693
H 2.768 1.746 4.835
H 4.921 0.794 3.978
H 4.964 -0.272 1.750
H 4.526 -0.774 -0.243
C -0.616 -7.029 -2.409
C -0.281 -6.884 -0.927
C -1.014 -5.716 -0.270
C -0.417 -4.353 -0.597
N 0.860 -4.182 0.107
C 2.024 -3.624 -0.238
S 3.075 -3.116 1.027
N 2.424 -3.465 -1.501
C 1.932 -4.060 -2.743
C 1.112 -3.092 -3.587
C 0.623 -3.712 -4.893
C 1.742 -4.088 -5.860
H -0.040 -7.831 -2.869
H -0.413 -6.114 -2.969
H -1.674 -7.258 -2.542
H 0.797 -6.761 -0.787
H -0.549 -7.809 -0.414
H -1.022 -5.837 0.818
H -2.060 -5.714 -0.586
H -1.088 -3.553 -0.277
H -0.282 -4.228 -1.664
H 0.786 -4.276 1.110
H 3.315 -3.001 -1.562
H 1.380 -4.970 -2.509
H 2.817 -4.378 -3.296
H 1.726 -2.210 -3.798
H 0.260 -2.731 -3.008
H -0.043 -2.995 -5.378
H 0.013 -4.593 -4.674
H 2.370 -3.222 -6.082
H 1.333 -4.452 -6.802
H 2.384 -4.875 -5.463
C 0.814 2.876 -2.684
C -0.335 3.751 -2.171
C -1.656 3.257 -2.768
C -0.093 5.210 -2.581
Si -0.397 3.585 -0.288
O -0.393 2.011 0.137
C 1.180 4.297 0.469
C 1.276 5.581 1.012
C 2.464 6.048 1.560
C 3.589 5.237 1.578
C 3.522 3.959 1.042
C 2.329 3.502 0.496
C -1.945 4.358 0.446
C -2.257 5.719 0.351
C -3.430 6.232 0.887
C -4.326 5.389 1.528
C -4.042 4.036 1.629
C -2.864 3.529 1.096
H 0.907 2.977 -3.770
H 0.636 1.822 -2.455
H 1.772 3.168 -2.246
H -1.612 3.282 -3.862
H -2.496 3.878 -2.450
H -1.858 2.227 -2.461
H -0.013 5.289 -3.669
H 0.829 5.607 -2.152
H -0.921 5.850 -2.272
H 0.407 6.228 1.031
H 2.512 7.047 1.975
H 4.517 5.603 2.000
H 4.403 3.327 1.034
H 2.289 2.511 0.057
H -1.584 6.402 -0.154
H -3.647 7.288 0.799
H -5.244 5.786 1.941
H -4.744 3.369 2.114
H -2.661 2.469 1.170
```

Results
HOMO-LUMO gap (eV): 6.969
Strongest force on any atom (hartree/bohr): 0.0107
Net charge: +1
Energy above the lowest of the compared OMol25 structures with the same formula, charge and spin (eV): 0.000
E_HOMO (Ha): -0.383

Löwdin atomic charge list, values in e, 2 entries: Sc 0.7636; C -0.0058


Record 4
Formula: C3H9NO3
Source: the Open Molecules 2025 dataset
Level of theory: ωB97M-V with the def2-TZVPD basis set

```
16
Properties=species:S:1:pos:R:3
C -0.661 0.522 0.610
C -1.296 -0.792 0.955
O -1.142 0.087 -2.183
H -1.405 0.428 -3.040
H -1.267 1.168 -0.023
H -0.342 1.125 1.463
H -1.400 -1.407 0.061
H -2.292 -0.607 1.358
H -0.696 -1.350 1.670
N 0.884 0.318 -0.045
C 1.725 -0.664 0.305
O 1.501 1.578 -0.127
O 2.917 -0.481 0.524
H 2.439 1.368 0.089
H -0.220 0.358 -2.012
H 1.254 -1.649 0.395
```

Results
HOMO-LUMO gap (eV): 10.104
Strongest force on any atom (hartree/bohr): 0.0644
SMILES: CCN(O)C=O.O
Energy above the lowest of the compared OMol25 structures with the same formula, charge and spin (eV): 3.087
E_HOMO (Ha): -0.344

natural (NBO) atomic charge list, values in e, 2 entries: C -0.1668; C -0.6529


Record 5
Formula: C49H120F5N9O23S3Tl
Source: the Open Molecules 2025 dataset
Level of theory: ωB97M-V with the def2-TZVPD basis set

```
210
Properties=species:S:1:pos:R:3
Tl -12.868 -27.998 7.170
N -17.693 -23.994 10.306
S -18.326 -25.257 9.517
O -18.786 -26.283 10.368
O -17.756 -25.419 8.178
F -19.680 -24.473 9.129
S -16.362 -24.246 11.022
O -16.053 -23.340 12.006
O -15.470 -25.131 10.472
F -14.250 -28.476 8.745
C -11.573 -29.007 11.288
F -10.980 -29.007 12.510
F -11.707 -30.283 10.959
F -12.779 -28.399 11.522
S -10.541 -28.053 10.029
O -10.755 -26.642 10.305
O -9.253 -28.688 10.187
O -11.247 -28.416 8.709
C -12.453 -33.534 10.816
O -11.525 -33.307 9.747
C -10.174 -33.687 10.096
C -9.292 -32.576 10.654
N -8.784 -31.574 9.663
C -7.446 -31.034 9.806
C -6.978 -30.208 8.650
O -6.765 -31.013 7.484
C -5.811 -30.405 6.614
H -12.230 -34.549 11.222
H -13.415 -33.477 10.410
H -12.331 -32.789 11.661
H -9.799 -34.148 9.228
H -10.176 -34.409 10.937
H -8.469 -33.087 11.105
H -9.868 -32.037 11.436
H -8.712 -32.063 8.738
H -6.582 -31.716 10.053
H -7.385 -30.225 10.558
H -6.033 -29.725 8.957
H -7.647 -29.389 8.262
H -6.153 -29.568 6.070
H -5.574 -31.138 5.819
H -4.917 -30.087 7.170
C -10.339 -22.863 13.602
O -10.707 -24.129 13.998
C -11.920 -24.701 13.469
C -11.889 -26.200 13.755
N -12.088 -26.407 15.168
C -12.230 -27.763 15.505
C -13.552 -28.395 15.061
O -13.791 -29.682 15.576
C -14.157 -29.672 16.923
H -9.360 -22.619 14.014
H -10.966 -22.115 14.017
H -10.398 -22.742 12.472
H -12.018 -24.544 12.407
H -12.773 -24.206 13.913
H -10.951 -26.703 13.489
H -12.711 -26.537 13.125
H -12.933 -25.914 15.479
H -12.225 -27.741 16.576
H -11.296 -28.324 15.157
H -13.685 -28.510 13.969
H -14.364 -27.721 15.382
H -13.278 -29.774 17.568
H -14.745 -30.562 17.186
H -14.758 -28.763 17.183
C -16.361 -20.866 8.047
O -15.254 -21.713 8.468
C -14.690 -21.112 9.640
C -13.518 -21.960 10.018
N -12.434 -21.852 9.044
C -11.280 -20.997 9.317
C -10.001 -21.445 8.608
O -10.071 -21.376 7.241
C -8.858 -21.269 6.525
H -17.230 -20.988 8.674
H -16.770 -21.059 7.060
H -16.050 -19.807 7.855
H -15.413 -21.072 10.499
H -14.388 -20.108 9.434
H -13.741 -23.028 10.188
H -13.161 -21.393 10.935
H -12.781 -21.632 8.133
H -11.067 -21.033 10.425
H -11.414 -19.913 9.186
H -9.826 -22.530 8.906
H -9.126 -20.853 9.063
H -9.146 -21.199 5.468
H -8.132 -22.069 6.757
H -8.423 -20.272 6.803
C -12.505 -26.866 0.054
O -12.257 -27.883 0.921
C -11.529 -28.957 0.350
C -11.033 -29.849 1.474
N -9.957 -29.308 2.296
C -8.682 -28.981 1.654
C -8.570 -27.481 1.315
O -8.592 -26.828 2.536
C -8.441 -25.456 2.202
H -13.276 -26.228 0.509
H -12.877 -27.302 -0.920
H -11.562 -26.315 -0.203
H -10.685 -28.525 -0.161
H -12.192 -29.556 -0.298
H -10.762 -30.824 0.975
H -11.874 -30.095 2.088
H -9.792 -29.836 3.148
H -8.560 -29.574 0.692
H -7.986 -29.277 2.451
H -9.400 -27.221 0.683
H -7.627 -27.274 0.772
H -8.526 -24.850 3.162
H -9.231 -25.173 1.511
H -7.509 -25.241 1.641
C -16.286 -28.192 6.435
O -15.271 -28.493 5.482
C -15.104 -29.901 5.261
C -14.151 -30.462 6.405
N -12.764 -29.983 6.163
C -11.669 -30.797 6.774
C -10.308 -30.240 6.447
O -10.564 -28.970 5.858
C -9.348 -28.215 5.915
H -16.107 -27.141 6.730
H -16.112 -28.803 7.288
H -17.285 -28.458 6.053
H -14.706 -30.143 4.238
H -16.033 -30.461 5.317
H -14.117 -31.538 6.267
H -14.592 -30.260 7.395
H -12.573 -29.885 5.180
H -11.712 -31.853 6.384
H -11.801 -30.817 7.883
H -9.794 -30.880 5.738
H -9.740 -30.109 7.375
H -9.514 -27.335 5.338
H -8.502 -28.817 5.624
H -9.180 -27.959 6.992
C -8.368 -26.193 15.504
O -8.608 -27.402 14.861
C -7.371 -28.035 14.688
C -7.285 -29.142 13.653
N -7.926 -30.442 13.649
C -7.596 -31.567 14.509
C -8.400 -31.581 15.805
O -9.737 -31.805 15.439
C -10.701 -31.882 16.469
H -9.350 -25.717 15.734
H -7.744 -25.514 14.869
H -7.635 -26.316 16.284
H -7.014 -28.372 15.663
H -6.663 -27.240 14.385
H -6.188 -29.376 13.825
H -7.393 -28.796 12.609
H -8.940 -30.421 13.501
H -6.501 -31.511 14.748
H -7.848 -32.569 14.021
H -8.386 -30.602 16.292
H -7.914 -32.317 16.561
H -11.258 -30.971 16.474
H -10.188 -32.075 17.449
H -11.406 -32.693 16.304
C -8.159 -24.891 10.349
O -7.415 -24.460 9.204
C -7.386 -25.489 8.157
C -6.340 -25.208 7.124
N -6.443 -24.091 6.254
C -5.491 -24.179 5.179
C -5.313 -22.855 4.543
O -4.865 -21.959 5.511
C -4.843 -20.645 5.053
H -9.244 -24.736 10.189
H -7.863 -24.347 11.260
H -8.036 -26.007 10.505
H -8.406 -25.718 7.677
H -7.018 -26.425 8.641
H -6.441 -26.121 6.535
H -5.369 -25.300 7.622
H -6.193 -23.210 6.701
H -5.930 -24.890 4.439
H -4.561 -24.544 5.501
H -6.319 -22.495 4.142
H -4.519 -22.813 3.738
H -4.433 -20.642 4.036
H -4.194 -20.158 5.758
H -5.838 -20.179 4.991
C -12.432 -27.323 3.842
O -12.115 -26.859 5.214
C -11.789 -25.486 5.372
C -11.494 -25.248 6.870
N -12.505 -25.898 7.702
C -13.828 -25.222 7.899
C -14.551 -24.715 6.646
O -14.631 -25.728 5.662
C -15.757 -25.523 4.729
H -12.906 -28.296 4.039
H -11.513 -27.490 3.340
H -13.059 -26.585 3.283
H -12.597 -24.965 4.915
H -10.908 -25.232 4.764
H -11.376 -24.140 7.117
H -10.490 -25.637 7.150
H -12.120 -26.006 8.628
H -13.626 -24.418 8.554
H -14.511 -25.937 8.431
H -13.883 -23.871 6.313
H -15.511 -24.264 6.927
H -15.684 -26.314 3.982
H -15.623 -24.593 4.151
H -16.692 -25.492 5.277
```

Results
HOMO-LUMO gap (eV): 5.628
Strongest force on any atom (hartree/bohr): 0.1057
Net charge: +1
E_HOMO (Ha): -0.344

Löwdin atomic charge list, values in e, 2 entries: Tl 1.1711; N -0.2488